A molecular structure, C27H54AlF9ILiN2O11PS in a non-equilibrium geometry, computed with ωB97M-V with the def2-TZVPD basis set.

Cartesian coordinates (Å):
C (5.6254, 1.0322, -1.6031)
C (4.4443, 1.4029, -2.5311)
C (3.5259, 0.1628, -2.8129)
C (2.1865, 0.3212, -2.0428)
C (1.1428, -0.6722, -2.5997)
C (-0.2129, -0.9276, -1.8952)
C (-0.4090, -1.1027, -0.3599)
C (0.0191, 0.0176, 0.6300)
C (0.0903, 1.5048, 0.2475)
O (-0.4848, 1.9198, -1.0123)
C (-0.1981, 3.1528, -1.3626)
O (-0.6071, 3.5413, -2.4230)
C (0.0222, -2.5721, 0.1105)
C (1.3600, -3.1000, -0.4661)
C (1.6112, -4.6054, -0.1174)
C (2.6795, -2.2974, -0.2005)
C (3.8425, -3.0883, 0.4820)
C (-0.2508, -2.8874, 1.5876)
O (-0.4948, -4.2465, 1.7782)
I (1.3963, -2.3940, 2.9758)
O (-1.3809, -2.2343, 2.1840)
S (-2.6402, -2.0478, 1.1775)
O (-3.7241, -1.4060, 1.8491)
O (-3.0552, -3.3348, 0.7190)
C (-2.0026, -1.1753, -0.2568)
C (-2.7623, 0.1340, -0.4206)
O (-2.7676, 0.9734, 0.7306)
O (-3.9629, 1.6740, 0.8024)
H (6.5478, 1.5569, -1.8718)
H (5.4007, 1.2951, -0.5610)
H (5.8416, -0.0456, -1.6138)
H (3.8443, 2.1970, -2.0668)
H (4.8692, 1.7408, -3.4855)
H (4.0979, -0.7089, -2.4726)
H (3.3082, 0.1040, -3.8863)
H (2.3702, 0.2712, -0.9702)
H (1.8595, 1.3421, -2.2531)
H (1.7030, -1.5839, -2.8555)
H (0.8852, -0.2658, -3.5900)
H (-0.6120, -1.8561, -2.3452)
H (-0.9001, -0.1571, -2.2530)
H (0.9847, -0.2526, 1.0704)
H (-0.6686, -0.0241, 1.4848)
H (1.1372, 1.8314, 0.2544)
H (-0.3772, 2.1093, 1.0353)
H (0.3936, 3.8464, -0.7413)
H (-0.7110, -3.2015, -0.4273)
H (1.2160, -3.1521, -1.5503)
H (1.7408, -4.7864, 0.9473)
H (0.6817, -5.1248, -0.3887)
H (2.3860, -5.0510, -0.7522)
H (3.0932, -2.0098, -1.1734)
H (2.5925, -1.3734, 0.3703)
H (4.2606, -3.8486, -0.1764)
H (3.5692, -3.5111, 1.4444)
H (4.6530, -2.3769, 0.6681)
H (-0.2535, -4.4347, 2.6938)
H (-2.2885, -1.7995, -1.1103)
H (-3.8152, -0.1421, -0.5998)
H (-2.4945, 0.7367, -1.2961)
H (-4.6279, 1.0746, 1.1849)
N (-1.2146, 6.4622, -1.6956)
C (-0.4894, 7.4993, -2.2101)
C (-1.2881, 8.6096, -2.2268)
C (-2.5457, 8.2115, -1.6944)
C (-2.4567, 6.8720, -1.3739)
H (-0.8728, 5.5163, -1.5717)
H (0.5322, 7.3579, -2.5199)
H (-1.0019, 9.5897, -2.5794)
H (-3.4091, 8.8463, -1.5611)
H (-3.1702, 6.1870, -0.9462)
O (0.3963, -3.8212, 6.2846)
H (0.1882, -3.2977, 5.4785)
H (-0.0795, -4.6786, 6.2717)
H (0.1992, -3.3201, 7.1011)
F (2.6049, 3.0965, -0.1763)
Li (4.1937, -4.7370, -1.5050)
F (6.4884, -5.1772, -2.9295)
C (-7.5333, 6.1029, -2.4534)
C (-7.1665, 6.4942, -3.8436)
O (-7.6346, 7.3839, -4.4761)
N (-6.1222, 5.7193, -4.5857)
C (-4.8131, 5.5173, -3.8848)
H (-8.5100, 6.5173, -2.2199)
H (-7.5839, 5.0154, -2.3629)
H (-6.7958, 6.4934, -1.7503)
H (-6.5407, 4.8075, -4.8034)
H (-6.0271, 6.2322, -5.4679)
H (-4.2371, 4.7978, -4.4616)
H (-4.9912, 5.1276, -2.8867)
H (-4.2880, 6.4685, -3.8466)
F (-3.0216, -8.6585, 6.0929)
P (-2.4623, -7.1465, 6.3520)
F (-2.4313, -5.8516, 7.4079)
F (-2.5009, -6.9631, 4.7270)
F (-0.9004, -6.6265, 5.9852)
F (-1.7644, -7.9672, 7.5747)
F (-4.0105, -6.6772, 6.3482)
C (6.8773, -4.0377, 3.7801)
C (6.8268, -5.1507, 2.6696)
O (5.9056, -4.7935, 1.8036)
H (5.9227, -3.9507, 4.2964)
H (7.6383, -4.3070, 4.5157)
H (7.1406, -3.0682, 3.3607)
H (6.6787, -6.1022, 3.2126)
H (7.8685, -5.2364, 2.3030)
Al (-3.5812, 10.7359, -1.1793)
F (-3.6985, -4.2373, 7.7632)

Computed properties:
multiplicity	1
HOMO	-8.57	eV
total charge	+1
electronic energy	-4183.34690	Eh
Kohn-Sham gap	0.04595	Ha

A molecular structure, C17H35BNO4P2Pb in a non-equilibrium geometry, computed with ωB97M-V with the def2-TZVPD basis set.

Cartesian coordinates (Å):
Pb (-0.5061, -0.8142, 0.9553)
P (-2.5138, 0.7545, -0.5268)
C (-3.0843, 0.1747, -2.1480)
C (-2.2721, -0.8442, -2.7366)
N (-1.1936, -1.3971, -2.0662)
C (-0.0909, -1.7185, -2.7713)
C (-0.1390, -1.7394, -4.1600)
C (-1.3689, -1.6013, -4.8149)
C (-2.4869, -1.3336, -4.0568)
C (1.3149, -1.8191, -2.1787)
P (1.4613, -2.2069, -0.3773)
H (-3.4651, -1.2354, -4.5063)
H (0.8063, -1.8413, -4.6946)
H (-1.4085, -1.7144, -5.8954)
H (1.9066, -2.5867, -2.7118)
H (1.8583, -0.8713, -2.3499)
H (-4.0212, -3.5076, -0.5274)
H (-4.1001, -0.2346, -2.1072)
H (-1.5815, -4.9443, 0.8215)
O (-4.4235, -3.5103, 0.3307)
H (-5.0960, -2.7929, 0.3674)
H (-1.1354, -3.0943, 1.0391)
O (-1.1732, -4.2391, 1.3974)
H (-1.4474, -4.3022, 2.3583)
C (1.1193, -3.9801, -0.4809)
H (1.9162, -4.4259, -1.0901)
H (1.1631, -4.4498, 0.5102)
H (0.1602, -4.1688, -0.9910)
C (3.2248, -2.0675, 0.0472)
H (3.3227, -2.0910, 1.1422)
H (3.8189, -2.8947, -0.3661)
H (3.6467, -1.1152, -0.3047)
C (-1.7067, 2.2159, -1.2975)
H (-2.5363, 2.8857, -1.5715)
H (-0.9324, 2.7480, -0.7241)
H (-1.2693, 1.7706, -2.2091)
C (-4.0128, 1.3949, 0.3369)
H (-3.8291, 1.9958, 1.2369)
H (-4.5781, 2.0279, -0.3524)
H (-4.6530, 0.5600, 0.6613)
C (3.7111, 2.5407, 1.6427)
C (2.4042, 2.0260, 2.2378)
C (2.6251, 1.9358, 3.7246)
O (2.1557, 0.7153, 1.7284)
B (1.0204, 0.8669, 0.9497)
O (0.6755, 2.1630, 0.6119)
C (1.1537, 2.8526, 1.7755)
C (0.0270, 2.8906, 2.7976)
C (1.4405, 4.2793, 1.3715)
H (4.5321, 1.8692, 1.9221)
H (4.0154, 3.4899, 2.0935)
H (3.6854, 2.7093, 0.5583)
H (3.5100, 1.3288, 3.9251)
H (2.8571, 2.9225, 4.1278)
H (1.7594, 1.5373, 4.2570)
H (0.3212, 3.5442, 3.6163)
H (-0.8587, 3.3768, 2.3684)
H (-0.2265, 1.9075, 3.2240)
H (2.2182, 4.3910, 0.6068)
H (0.5221, 4.7801, 1.0493)
H (1.7570, 4.8868, 2.2237)

Computed properties:
multiplicity	1
HOMO	-17.85	eV
total charge	+3
electronic energy	-1923.79750	Eh
Kohn-Sham gap	0.19433	Ha

A molecular structure, C14H30BF10N3O8PdS2 in a non-equilibrium geometry, computed with ωB97M-V with the def2-TZVPD basis set.

Cartesian coordinates (Å):
Pd (-0.0211, -0.1060, -0.0815)
B (0.0934, -1.6494, 3.1325)
F (1.1409, -1.2292, 3.9462)
F (-1.1522, -1.1634, 3.5469)
F (0.2957, -1.1216, 1.7890)
F (0.0775, -3.0398, 3.0140)
C (2.4572, 2.1482, -2.7639)
F (2.9761, 2.5508, -3.9087)
F (3.4579, 1.8041, -1.9910)
F (1.7542, 3.1323, -2.2502)
S (1.3357, 0.6173, -3.0856)
O (0.9769, 0.5480, -4.4654)
O (2.1287, -0.4798, -2.6073)
N (-0.0002, 0.8655, -1.9799)
S (-1.0821, 1.5944, -2.9450)
O (-0.5243, 2.6705, -3.7480)
O (-1.8873, 0.5990, -3.6172)
C (-2.2508, 2.4824, -1.7508)
F (-1.5135, 3.2632, -0.9501)
F (-3.0834, 3.2202, -2.4801)
F (-2.9854, 1.6433, -1.0135)
C (5.7314, 2.1448, 0.6433)
O (4.6436, 1.2718, 0.9349)
C (3.8704, 1.7471, 2.0190)
C (2.5767, 0.9145, 2.0331)
N (1.7932, 1.1176, 0.7849)
C (0.9408, 2.3392, 0.8886)
C (-0.2557, 2.1802, 1.8175)
O (-1.1773, 1.1959, 1.2995)
C (-2.4438, 1.2832, 1.9271)
H (5.3515, 3.0476, 0.1643)
H (6.3403, 1.6111, -0.0840)
H (6.3412, 2.3420, 1.5238)
H (3.7035, 2.8220, 1.9067)
H (4.3669, 1.4983, 2.9640)
H (1.9854, 1.2253, 2.8906)
H (2.8569, -0.1352, 2.0844)
H (2.5210, 1.3456, 0.1053)
H (0.5965, 2.5568, -0.1201)
H (1.4916, 3.2538, 1.1363)
H (-0.7340, 3.1501, 1.9566)
H (0.0285, 1.8023, 2.8035)
H (-2.3600, 1.7422, 2.9122)
H (-2.8136, 0.2864, 2.1901)
H (-3.2262, 1.7110, 1.3031)
C (-5.4534, -3.6024, 0.6744)
O (-4.4526, -2.5948, 0.6348)
C (-4.0692, -2.3093, -0.7066)
C (-3.0600, -1.1940, -0.7472)
N (-1.6741, -1.5967, -0.3803)
C (-1.1083, -2.3347, -1.5406)
C (0.2195, -2.9571, -1.1208)
O (1.0951, -1.9245, -0.6562)
C (2.2592, -2.4533, -0.0593)
H (-5.2318, -4.4798, 0.0562)
H (-6.4637, -3.2850, 0.4067)
H (-5.3842, -3.9244, 1.7156)
H (-4.9558, -2.0235, -1.2859)
H (-3.7266, -3.2230, -1.2078)
H (-3.3459, -0.4245, -0.0343)
H (-3.0690, -0.7947, -1.7611)
H (-1.7725, -2.2290, 0.4170)
H (-0.9131, -1.6536, -2.3719)
H (-1.7465, -3.1221, -1.9448)
H (0.7513, -3.4192, -1.9524)
H (-0.0611, -3.6363, -0.3088)
H (2.9529, -2.8344, -0.8145)
H (2.0994, -3.1827, 0.7348)
H (2.7878, -1.6044, 0.3779)

Computed properties:
multiplicity	3
HOMO (spin up / spin down)	-9.50 / -10.25	eV
⟨S²⟩	2.004
electronic energy	-3265.47674	Eh
Kohn-Sham gap (spin up / spin down)	0.36653 / 0.33423	Ha
energy above the lowest of the compared OMol25 structures with the same formula, charge and spin	0.0	kcal per mole

2 unconnected molecules or ions with the total composition C3H5FO2P in a non-equilibrium geometry, computed with ωB97M-V with the def2-TZVPD basis set.

Cartesian coordinates (Å):
C (1.5619, 0.1443, -1.3039)
C (-1.1071, -1.3270, 1.5198)
C (1.0396, -0.0436, -0.0641)
O (-1.1526, -0.7175, -1.2867)
O (-0.9170, 2.2573, 0.3320)
F (1.8557, -0.0378, 1.0256)
P (-0.7616, -0.3728, 0.0677)
H (1.0202, -0.0362, -2.2733)
H (2.5690, 0.3842, -1.5058)
H (-2.1305, -1.4270, 1.7163)
H (-0.5218, -0.9752, 2.3151)
H (-1.4558, 2.1513, -0.5426)

Computed properties:
multiplicity	1
HOMO (spin up / spin down)	-3.86 / -3.87	eV
total charge	-1
electronic energy	-708.94839	Eh
Kohn-Sham gap (spin up / spin down)	0.28596 / 0.28599	Ha
energy above the lowest of the compared OMol25 structures with the same formula, charge and spin	120.9	kcal per mole